4
Properties=species:S:1:pos:R:3:forces:R:3 method="wB97M-V/def2-TZVPD" total_energy_ev=-18399.19833 charge=+1 homo_energy_ev=-14.33 molar_mass_da=57.113 de_lowest_kj_mol=67.39
K 0.557350 -0.748830 -1.768789 -0.021 0.042 0.001
O -0.950400 1.357790 2.878239 0.976 -0.825 0.165
H -0.906750 0.375220 2.848119 -0.075 1.064 0.252
H -0.139090 1.627299 3.365469 -0.880 -0.281 -0.419


5
Properties=species:S:1:pos:R:3:forces:R:3 method="wB97M-V/def2-TZVPD" total_energy_ev=-5053.62998 homo_energy_ev=-11.56 molar_mass_da=46.029 de_lowest_kj_mol=705.59
O -1.779546 0.984294 -1.051569 2.052 -0.494 0.709
N -0.148150 0.623035 -0.903189 -3.303 0.404 2.463
N -0.802709 0.643449 0.095283 1.191 0.132 -3.205
H 1.094789 -1.479109 0.693244 2.496 3.195 2.172
H 1.635616 -0.771670 1.166230 -2.437 -3.237 -2.138


6
Properties=species:S:1:pos:R:3:forces:R:3 method="wB97M-V/def2-TZVPD" total_energy_ev=-7100.08689 multiplicity=3 homo_energy_ev="-8.28 / -8.97" molar_mass_da=62.028 de_lowest_kj_mol=223.53
O -1.703725 0.308504 0.049594 -1.108 1.793 0.001
O 1.699731 -0.311603 -0.048350 1.335 -1.843 -0.007
N -0.733679 -0.550552 -0.007462 2.742 0.181 -0.507
N 0.726015 0.535859 0.040599 -2.865 -0.049 0.516
H -2.540340 0.063991 -0.419472 1.114 -0.567 0.377
H 2.552000 -0.046197 0.385089 -1.219 0.486 -0.379


8
Properties=species:S:1:pos:R:3:forces:R:3 method="wB97M-V/def2-TZVPD" total_energy_ev=-19982.78522 homo_energy_ev="-8.19 / -9.67" molar_mass_da=110.094 de_lowest_kj_mol=492.52
S -0.245541 0.442060 1.640978 0.277 -1.270 1.757
O -1.470086 -1.106715 0.097908 0.480 -0.781 -2.640
O 0.880486 1.761752 -0.209872 -0.831 -0.311 1.137
O -0.598099 -1.293271 -1.926899 -0.414 -0.521 -0.707
N -0.636282 -0.968090 -0.798021 -0.643 0.734 2.545
N 0.851142 0.506313 0.492419 1.606 0.475 -2.948
H 0.079452 -0.971128 1.847233 -0.544 2.457 0.023
H 1.138930 1.629079 -1.143745 0.068 -0.784 0.833


8
Properties=species:S:1:pos:R:3:forces:R:3 method="wB97M-V/def2-TZVPD" total_energy_ev=-19986.29976 homo_energy_ev=-10.63 molar_mass_da=110.094 de_lowest_kj_mol=153.41
S 0.277642 -0.516700 0.886916 0.601 -0.342 -0.226
O 1.593224 2.036860 -1.359663 -1.146 -0.740 1.567
O 0.255928 1.178134 0.212466 -0.044 -0.949 -0.769
O 1.040541 -1.379766 -0.019868 -1.039 0.765 0.663
N 1.490091 1.187244 -0.559127 0.975 0.488 -0.895
N -1.398222 -0.823787 0.691686 0.283 1.185 -1.414
H -1.739604 -0.056224 0.080750 -0.034 -0.159 0.738
H -1.519599 -1.625762 0.066841 0.405 -0.249 0.336


8
Properties=species:S:1:pos:R:3:forces:R:3 method="wB97M-V/def2-TZVPD" total_energy_ev=-17026.32724 homo_energy_ev="-10.51 / -6.58" molar_mass_da=106.113 de_lowest_kj_mol=198.32
Si -1.402263 0.196671 0.116828 -0.416 0.274 -0.733
O 0.145050 -0.316824 -0.058201 1.872 -1.010 -0.712
O -2.774245 -0.520666 0.090302 4.829 0.923 0.520
O -4.998984 0.318628 -0.092982 -0.102 0.778 -0.014
N 0.697319 -1.593551 -0.077352 -0.699 -0.993 0.434
N -4.454371 -0.702995 -0.036713 -3.549 -1.317 -0.274
H 1.653768 -1.700912 -0.551140 -1.388 1.874 0.393
H -1.064523 1.634456 -0.142329 -0.547 -0.529 0.386